A 11-piece molecular cluster, C66H165N11O22 overall, computed with ωB97M-V with the def2-TZVPD basis set.

Last column: Mulliken charge in e.
CARTESIAN COORDINATES (ANGSTROEM)
C: -22.83574 15.63645 -22.38345  -0.54
O: -21.70189 15.12927 -22.95752  0.01
C: -22.05566 14.21115 -24.05289  -1.23
C: -20.95389 13.16271 -23.96694  1.10
N: -21.04224 12.48334 -22.64168  -0.15
C: -19.82033 11.72542 -22.38697  0.36
C: -19.93806 10.87344 -21.11006  0.61
O: -19.42863 11.34716 -19.87131  0.36
C: -20.05768 12.50194 -19.42379  -1.10
H: -23.52046 14.86388 -21.91544  0.31
H: -23.42973 16.18576 -23.15379  0.33
H: -22.60081 16.38699 -21.66151  -0.08
H: -22.05674 14.68460 -25.02258  0.39
H: -23.03030 13.88820 -23.83308  0.61
H: -20.03679 13.74214 -24.09397  -0.70
H: -21.08893 12.43807 -24.84822  -0.40
H: -21.26531 13.17851 -21.93865  0.55
H: -18.94208 12.37508 -22.27381  0.21
H: -19.68448 11.15884 -23.26151  -0.55
H: -19.32953 9.98673 -21.41616  -1.16
H: -20.97963 10.50231 -20.91279  0.37
H: -21.08622 12.30634 -19.14526  0.28
H: -20.00634 13.26426 -20.18763  0.30
H: -19.53760 12.79333 -18.50269  0.12
C: -16.05283 11.97884 -19.85710  -0.49
O: -15.87609 12.35502 -21.19490  0.81
C: -15.85900 13.72990 -21.56347  -1.21
C: -15.58123 13.75290 -23.01333  0.42
N: -16.66179 13.10089 -23.74005  1.29
C: -16.40275 13.08650 -25.19816  -0.12
C: -15.23752 12.17520 -25.68049  0.53
O: -15.61703 10.82866 -25.30778  1.69
C: -14.81805 9.76748 -25.77631  -1.04
H: -17.10725 12.20237 -19.50957  -0.38
H: -15.26935 12.39709 -19.16189  0.31
H: -15.96386 10.85742 -19.92247  -0.02
H: -15.10585 14.29606 -21.00332  0.53
H: -16.80659 14.09985 -21.21585  -0.03
H: -14.65067 13.18848 -23.19309  -0.73
H: -15.50355 14.80589 -23.39101  0.39
H: -16.67825 12.10327 -23.50500  -0.80
H: -16.23646 14.08973 -25.48564  0.03
H: -17.28601 12.70856 -25.75708  -0.56
H: -14.29022 12.44354 -25.27224  -0.78
H: -15.05320 12.24962 -26.72586  0.11
H: -14.67476 8.95188 -25.04371  0.30
H: -13.84201 10.21950 -25.89936  0.47
H: -15.17403 9.38513 -26.77588  -0.42
C: -15.27248 3.69620 -21.00815  -0.90
O: -16.28414 4.68512 -21.01284  -0.07
C: -17.28875 4.68244 -22.09122  -1.10
C: -17.93288 6.01777 -22.14727  0.05
N: -16.97428 7.06854 -22.51255  0.08
C: -17.18277 8.39942 -21.94600  0.85
C: -16.25065 9.35528 -22.57443  2.08
O: -15.04262 9.16331 -21.89193  -0.14
C: -13.94851 9.90805 -22.30892  0.62
H: -15.78504 2.72248 -20.95039  0.31
H: -14.55326 3.90545 -20.24720  0.22
H: -14.76170 3.70314 -21.98990  0.34
H: -18.02487 3.84865 -21.97512  0.47
H: -16.91958 4.53299 -23.08480  0.45
H: -18.51120 6.14501 -21.23304  -0.10
H: -18.66754 5.90673 -22.94883  0.15
H: -16.01470 6.77782 -22.35552  0.40
H: -17.09898 8.39363 -20.84686  -0.16
H: -18.19355 8.77762 -22.28279  -1.14
H: -16.61045 10.38536 -22.32657  -1.23
H: -16.22960 9.27443 -23.65978  -0.74
H: -13.15100 9.83712 -21.55245  -0.18
H: -14.24878 10.94782 -22.52704  -0.38
H: -13.59332 9.44366 -23.28514  -0.03
C: -17.80706 7.57433 -26.16897  0.06
O: -19.01819 8.20037 -26.36499  0.62
C: -19.46128 8.91076 -25.17105  1.12
C: -20.96445 8.84273 -25.13068  -1.55
N: -21.46656 9.57248 -26.32035  1.24
C: -22.94523 9.76771 -26.23615  -0.77
C: -23.36497 10.60875 -27.43943  -0.59
O: -22.90283 10.09731 -28.63489  -0.15
C: -22.81269 10.99604 -29.68550  -0.60
H: -17.40362 7.17651 -27.11288  -0.03
H: -17.80125 6.84510 -25.31963  0.11
H: -16.92588 8.26085 -25.96261  -0.48
H: -19.12453 9.91322 -25.18965  -0.36
H: -19.01380 8.47594 -24.20295  -0.85
H: -21.34014 9.35798 -24.23568  0.60
H: -21.36853 7.74869 -25.05329  0.03
H: -21.24925 9.16434 -27.21135  -0.44
H: -23.21249 10.40189 -25.33924  0.29
H: -23.36781 8.77388 -26.05379  0.32
H: -22.86316 11.55760 -27.33911  0.31
H: -24.46586 10.76104 -27.37651  0.32
H: -23.74016 11.56174 -29.85421  0.49
H: -22.64486 10.43980 -30.65466  0.25
H: -22.04602 11.73010 -29.46129  -0.07
C: -20.79447 12.08125 -15.75819  -0.79
O: -21.07262 11.28868 -16.91614  -0.02
C: -21.95797 10.17813 -16.85629  -0.78
C: -21.22090 8.88737 -17.14410  -0.37
N: -20.69780 9.06576 -18.43419  0.15
C: -19.81153 8.04992 -18.92623  -0.72
C: -18.41403 8.31734 -18.34109  -0.24
O: -17.48424 7.49758 -18.97924  -0.01
C: -16.51331 6.99798 -18.12511  -1.08
H: -21.75979 12.47590 -15.34347  0.27
H: -20.09537 12.81397 -16.08276  0.21
H: -20.27665 11.32831 -15.04567  0.29
H: -22.61020 10.36450 -17.66835  0.33
H: -22.52907 10.09312 -15.87054  0.45
H: -22.00483 8.10236 -17.16634  0.37
H: -20.48251 8.58014 -16.38685  0.31
H: -20.22119 9.99211 -18.46039  -0.20
H: -19.70889 7.99354 -19.98729  -0.06
H: -20.05764 7.01936 -18.55906  0.29
H: -18.36730 8.09214 -17.22449  0.54
H: -18.10224 9.35500 -18.48301  0.19
H: -15.97953 7.81053 -17.68104  0.48
H: -15.86542 6.44366 -18.75355  0.14
H: -16.79020 6.38329 -17.29507  0.35
C: -15.43365 6.84947 -29.17703  -1.16
O: -16.59647 7.75800 -29.44428  0.27
C: -17.12402 7.47530 -30.73654  -0.84
C: -18.52706 8.08175 -30.80219  -0.23
N: -19.50261 7.31859 -30.07262  -0.32
C: -20.90863 7.81031 -30.05376  0.10
C: -21.70448 6.80624 -29.20950  -1.12
O: -21.18740 6.76944 -27.90581  0.07
C: -21.85411 5.91240 -27.00538  -0.88
H: -15.71821 5.80017 -29.32515  0.45
H: -15.12589 6.89985 -28.15102  0.29
H: -14.66448 7.19492 -29.84965  0.34
H: -17.21367 6.34210 -30.83484  0.35
H: -16.43446 7.78959 -31.60075  0.41
H: -18.90251 8.15769 -31.85683  0.42
H: -18.46996 9.09982 -30.46245  -0.16
H: -19.14695 7.13555 -29.10879  0.25
H: -21.34501 7.76064 -31.05361  0.52
H: -20.98959 8.85975 -29.63648  -0.43
H: -21.62238 5.83395 -29.67960  0.60
H: -22.79746 7.01137 -29.19779  0.43
H: -21.09128 5.73420 -26.21682  0.16
H: -22.04024 4.94559 -27.47051  0.39
H: -22.77261 6.31442 -26.46478  0.25
C: -17.89212 17.33287 -20.16788  -0.46
O: -18.60146 18.40583 -20.74902  -0.50
C: -19.95469 18.04434 -21.05379  -0.61
C: -20.78611 17.79899 -19.75127  -0.68
N: -22.17059 18.22194 -19.92055  -0.22
C: -22.97866 18.29151 -18.70920  -0.95
C: -22.55530 19.43617 -17.73668  -0.42
O: -22.49046 20.62779 -18.44508  -0.32
C: -22.06899 21.68997 -17.58329  -0.76
H: -16.89964 17.55225 -20.45356  0.32
H: -18.27976 16.46065 -20.70829  0.08
H: -17.95428 17.27164 -19.09716  0.29
H: -20.02961 17.23113 -21.79255  0.13
H: -20.35562 18.91789 -21.44740  0.65
H: -20.26254 18.46916 -19.07395  0.50
H: -20.64706 16.74322 -19.44481  0.19
H: -22.15788 19.15021 -20.36437  0.31
H: -23.10325 17.37384 -18.19832  0.42
H: -24.00313 18.57592 -19.06608  0.34
H: -21.52935 19.30001 -17.23813  0.30
H: -23.25009 19.47363 -16.88303  0.44
H: -22.18478 22.64199 -18.06500  0.27
H: -21.02123 21.51003 -17.32572  0.33
H: -22.58177 21.74627 -16.58711  0.29
C: -11.91493 13.20250 -24.60352  -0.79
O: -11.92562 12.41667 -23.46224  -0.25
C: -11.77595 13.26787 -22.32728  -0.83
C: -11.67401 12.45746 -21.02429  -0.21
N: -10.61240 11.50404 -20.99970  -0.20
C: -10.43958 10.95065 -19.69851  -0.95
C: -11.62188 10.11153 -19.04957  -0.07
O: -11.82435 8.89422 -19.80129  -0.44
C: -13.00640 8.16613 -19.46431  -0.53
H: -12.20819 12.60909 -25.45683  0.08
H: -10.85059 13.62112 -24.81413  0.24
H: -12.62953 14.00164 -24.38841  0.46
H: -12.60611 13.97690 -22.25798  0.27
H: -10.89778 13.85570 -22.41909  0.61
H: -12.61066 11.90034 -20.87298  -0.31
H: -11.69013 13.17543 -20.20386  0.54
H: -10.85226 10.86373 -21.82174  0.40
H: -10.21872 11.77927 -19.02086  0.45
H: -9.55770 10.26480 -19.67694  0.33
H: -12.57570 10.62384 -19.13396  0.02
H: -11.34668 9.97353 -17.99338  0.47
H: -12.90464 7.68031 -18.45552  0.40
H: -13.04849 7.37321 -20.18558  0.33
H: -13.92013 8.78544 -19.46409  0.02
C: -12.21134 9.00338 -29.08115  -0.58
O: -12.24907 10.41740 -28.85057  -0.19
C: -12.70492 11.13388 -29.98069  -0.88
C: -12.73477 12.59928 -29.64927  0.73
N: -11.38891 13.08942 -29.37566  -0.46
C: -11.24988 14.00686 -28.20908  0.72
C: -10.91444 15.37529 -28.75473  -0.90
O: -9.48841 15.40884 -28.89279  -0.41
C: -9.22407 16.43984 -29.86024  -0.69
H: -11.77853 8.76557 -30.07776  0.32
H: -13.25942 8.69449 -29.03593  -0.04
H: -11.67593 8.51883 -28.28758  0.32
H: -13.75274 10.85294 -30.21250  0.34
H: -12.08457 10.84660 -30.87016  0.52
H: -13.42047 12.72339 -28.82827  -0.91
H: -13.17657 13.19131 -30.44475  0.36
H: -10.79412 12.29299 -29.25357  0.36
H: -10.44054 13.71515 -27.48283  0.46
H: -12.20461 14.01996 -27.62013  -0.58
H: -11.29972 16.19587 -28.11768  0.38
H: -11.33949 15.36964 -29.74020  0.44
H: -9.87751 17.32170 -29.56953  0.27
H: -9.47702 16.08857 -30.89804  0.25
H: -8.20119 16.80196 -29.84503  0.29
C: -14.87366 18.38028 -26.73737  -0.67
O: -14.87439 17.40003 -27.76141  -0.45
C: -15.00510 16.07860 -27.39828  2.18
C: -15.45492 15.41275 -28.63353  -1.66
N: -15.94052 14.06498 -28.28529  1.67
C: -16.40835 13.21557 -29.41877  -1.45
C: -16.97981 11.90307 -29.03400  0.50
O: -18.12271 12.17971 -28.29778  0.47
C: -18.83218 11.04772 -27.78129  -0.47
H: -14.72810 19.32179 -27.32423  0.32
H: -14.08428 18.31907 -25.98040  0.30
H: -15.84007 18.40435 -26.16439  0.17
H: -15.82416 16.00714 -26.63310  -1.26
H: -14.06400 15.62002 -27.00618  -0.02
H: -14.64438 15.32700 -29.31754  0.44
H: -16.18292 16.00432 -29.10425  0.25
H: -16.74662 14.28678 -27.62637  -1.07
H: -15.49963 13.05237 -30.03978  0.61
H: -17.08508 13.91958 -30.01698  0.06
H: -16.30159 11.18619 -28.43370  -0.61
H: -17.24475 11.40883 -29.97066  0.29
H: -18.06771 10.42833 -27.28027  -0.05
H: -19.33060 10.53428 -28.57029  0.80
H: -19.58128 11.43909 -27.04483  -0.39
C: -19.33002 15.13113 -32.60457  -0.85
O: -19.89670 15.18715 -31.39828  -0.24
C: -21.05174 14.34226 -31.07152  -0.25
C: -21.61173 14.67464 -29.72596  -1.40
N: -20.80578 14.36102 -28.53289  0.24
C: -19.68266 15.30547 -28.30160  0.21
C: -19.43811 15.42851 -26.84672  -0.27
O: -18.14221 15.86884 -26.56111  -0.31
C: -17.86978 16.04916 -25.20172  -0.36
H: -18.62242 15.92995 -32.68607  0.27
H: -20.07400 15.38692 -33.38602  0.35
H: -18.73605 14.20271 -32.81198  0.27
H: -20.76856 13.28505 -31.01912  0.23
H: -21.84991 14.40594 -31.87664  0.49
H: -22.52430 14.12899 -29.64976  0.44
H: -21.88732 15.72841 -29.65101  0.58
H: -20.47666 13.40097 -28.67739  -0.37
H: -19.82644 16.28247 -28.76483  0.61
H: -18.77766 14.86467 -28.74070  -0.52
H: -19.60708 14.47737 -26.33792  -0.43
H: -20.10652 16.10267 -26.36807  0.78
H: -18.50181 16.94835 -24.92245  0.18
H: -16.83779 16.45511 -25.05823  0.15
H: -18.16873 15.20200 -24.55731  -0.14

As for the energy above the lowest of the compared OMol25 structures with the same formula, charge and spin: 504.9 kJ/mol. For the HOMO-LUMO gap, the calculation gives 8.6759 eV. The SMILES is COCCNCCOC.COCCNCCOC.COCCNCCOC.COCCNCCOC.COCCNCCOC.COCCNCCOC.COCCNCCOC.COCCNCCOC.COCCNCCOC.COCCNCCOC.COCCNCCOC.